The following is a DFT calculation (ωB97M-V with the def2-TZVPD basis set) of an isolated ion of composition C9H5FNO2 and charge -1 at a distorted geometry.

```
18
Properties=species:S:1:pos:R:3:forces:R:3:lowdin_charge:R:1
C 2.433418 0.833224 -0.137043 -3.1070 -0.3986 1.1030 -0.089
C 1.355080 1.753832 -0.011681 -0.8801 0.2758 -0.2414 -0.089
C 2.179101 -0.531770 -0.019988 -0.5286 0.0053 -0.5983 -0.034
C 0.048123 1.315576 0.130074 4.0268 -3.3967 -0.4683 -0.020
C 0.842706 -1.024096 -0.037337 -0.3117 3.6983 0.8105 -0.272
C -0.191969 -0.055736 0.121545 -0.7586 -0.1621 0.6338 -0.181
C -1.891584 -1.678534 0.212233 3.7043 -1.9239 0.5087 0.072
C -2.820936 0.730144 -0.018082 1.0474 -0.8942 -2.8418 -0.673
C 0.494205 -2.270414 -0.450062 -1.2681 -3.4947 -0.2053 -0.018
N -1.534642 -0.475562 0.275669 -0.2881 1.4951 -0.7297 -0.045
O -2.833641 0.850726 -1.225831 -0.2312 0.3768 0.4336 0.036
O -3.369362 1.036108 0.974938 -0.8043 0.6121 2.0305 0.080
F 1.277170 -3.264332 0.176411 -0.6245 0.7394 -0.4143 -0.108
H 3.325078 1.332120 -0.124395 2.7635 0.3403 -0.2505 0.053
H 1.418782 2.860286 -0.025806 0.7972 -0.8255 -0.0355 0.100
H 2.862112 -1.366536 -0.079430 0.8267 0.4960 -0.0448 0.098
H -0.713083 1.927498 0.273840 -3.2474 2.8699 0.5054 0.059
H -2.880559 -1.972532 -0.035063 -1.1164 0.1866 -0.1958 0.031
```
Forces are in eV/Å.

spin multiplicity: 1
total charge: -1
calculated total energy: -650.94056 hartree
E_HOMO (spin up / spin down): -3.319 / -3.316 eV
energy relative to the best compared isomer or geometry (same formula, charge and spin): 108.91 kcal per mole
gap between HOMO and LUMO (spin up / spin down): 6.9 / 6.9 eV
max |F|: 5.29 eV Å⁻¹

=====

The following is a DFT calculation (ωB97M-V with the def2-TZVPD basis set) of C28H28ClInNO16 as an isolated structure.

```
75
Properties=species:S:1:pos:R:3:forces:R:3:lowdin_charge:R:1
C -2.484782 -4.466061 -0.415062 -0.0529 0.0513 -0.0089 -0.118
C -1.529305 -5.495067 0.219864 -0.0391 -0.0008 0.0155 -0.255
C -0.824837 -5.037068 1.499542 0.0758 -0.1043 0.0562 -0.232
C 0.369742 -4.103237 1.262754 -0.0322 0.0413 -0.0138 -0.386
N 0.114021 -2.845851 0.587553 0.0772 -0.0060 -0.0649 -0.203
In -0.905625 -1.352047 1.668411 -0.1206 -0.2293 0.1812 0.222
Cl -0.202276 0.729610 0.510585 0.1072 0.1541 0.0128 -0.069
H -3.503898 -4.855418 -0.475963 0.0216 0.0106 -0.0076 0.065
H -2.522098 -3.539100 0.159184 -0.0260 -0.0663 -0.0200 0.022
H -2.185003 -4.197402 -1.430967 0.0329 -0.0195 0.0385 0.056
H -2.096076 -6.402528 0.448180 0.0468 -0.0037 -0.0358 0.091
H -0.757610 -5.792374 -0.499083 -0.0396 -0.0076 0.0040 0.102
H -1.546736 -4.576318 2.185547 -0.0002 0.0618 -0.0770 0.102
H -0.437371 -5.930152 2.008197 -0.0354 0.0338 0.0473 0.099
H 1.116510 -4.701229 0.712670 0.0027 0.0422 0.0011 0.078
H 0.821190 -3.872899 2.235635 0.0036 -0.0555 0.0009 0.089
H -0.270395 -3.018155 -0.334616 -0.0354 0.0501 0.0323 0.005
H -2.651425 -1.367847 1.492387 -0.0201 0.0651 -0.1053 -0.117
H -0.344159 -1.341619 3.320644 0.1340 0.0415 -0.0158 -0.128
C -3.559020 -1.486637 -2.879290 0.0218 -0.0203 -0.0364 0.065
C -2.825149 -0.530047 -2.266269 -0.0667 0.0832 0.1195 -0.223
C -3.220729 0.943977 -2.321307 0.1192 -0.0540 0.0252 -0.294
O -2.483271 1.730728 -1.764425 -0.0809 0.0678 -0.0457 0.089
C -4.423440 1.322773 -3.035360 -0.0529 0.0323 -0.0434 0.067
C -5.139643 0.363009 -3.631486 0.0837 -0.1301 0.0406 -0.236
C -4.742218 -1.105600 -3.584979 -0.0842 0.0825 -0.0326 -0.322
O -5.502307 -1.866550 -4.175463 0.0245 -0.0141 -0.0011 0.066
O -6.256777 0.564163 -4.320876 -0.0295 0.0559 -0.0128 0.094
O -1.742067 -0.789654 -1.587541 -0.0639 -0.0821 -0.2218 0.042
H -3.287782 -2.531851 -2.837089 0.0052 0.0088 0.0253 0.120
H -4.693462 2.368987 -3.051526 -0.0537 -0.0173 0.0141 0.116
H -6.521741 -0.336565 -4.610496 0.0042 -0.0097 -0.0022 0.108
H -1.383756 0.024251 -1.142794 0.1150 -0.0093 0.1274 -0.024
C 5.960871 -4.414116 0.374771 0.0152 -0.0472 -0.0061 0.061
C 5.047053 -5.265338 -0.113511 -0.0992 0.0912 -0.0037 -0.233
C 3.662372 -4.817703 -0.577207 0.1778 -0.0470 0.0306 -0.312
O 2.950946 -5.713463 -1.007864 -0.0004 0.0142 -0.0184 0.082
C 3.316403 -3.429808 -0.476847 -0.1615 0.0462 -0.1266 0.067
C 4.232485 -2.575652 0.008194 0.0159 -0.0192 0.0899 -0.219
C 5.612314 -3.012434 0.466068 -0.0828 0.1028 -0.0144 -0.313
O 6.349155 -2.140642 0.890521 0.0519 -0.0299 0.0405 0.096
O 3.989408 -1.286310 0.133256 -0.0526 0.2303 0.0046 0.126
O 5.228902 -6.569615 -0.250845 0.0477 -0.0273 0.0074 0.100
H 6.940500 -4.727632 0.706384 -0.0033 -0.0136 -0.0078 0.128
H 2.326171 -3.084239 -0.751546 -0.0472 -0.0597 0.0965 0.122
H 4.768861 -0.847775 0.521702 0.1913 -0.1233 -0.0459 0.100
H 4.379320 -6.891431 -0.627828 -0.0078 0.0008 -0.0012 0.113
C -3.244265 4.566807 -0.035717 0.0510 -0.0955 0.0371 0.086
C -2.505636 5.538630 0.526187 -0.1300 0.1167 -0.0720 -0.221
C -2.912912 7.006293 0.494389 0.0830 -0.0570 0.0297 -0.311
O -2.157426 7.784250 1.053809 -0.0114 -0.0002 -0.0139 0.091
C -4.131423 7.387368 -0.176818 -0.0358 0.0264 -0.0189 0.062
C -4.868650 6.417642 -0.737053 0.0518 -0.0998 0.0238 -0.232
C -4.468765 4.946754 -0.687385 -0.0876 0.0321 -0.0202 -0.295
O -5.258163 4.183725 -1.223266 0.0520 0.0147 -0.0142 0.091
O -6.007241 6.613800 -1.378831 -0.0187 0.0575 -0.0018 0.109
O -1.364622 5.338842 1.158429 0.0853 -0.0835 0.0481 0.123
H -2.959450 3.522590 -0.028065 0.0686 0.0198 -0.0106 0.128
H -4.409683 8.431090 -0.203267 -0.0094 -0.0052 -0.0009 0.131
H -6.294135 5.714122 -1.652284 0.0012 -0.0116 -0.0005 0.116
H -1.072566 6.222003 1.461733 -0.0272 0.0484 -0.0009 0.115
C 4.972978 3.790037 3.266854 0.0539 -0.0149 0.0193 0.065
C 5.699833 2.867831 2.618030 -0.0814 -0.0147 -0.1105 -0.231
C 5.237764 2.222503 1.316759 -0.0358 -0.0244 0.0460 -0.306
O 6.012784 1.405720 0.838571 -0.0391 -0.0704 0.0092 0.085
C 3.966635 2.588526 0.760589 0.0065 -0.0099 -0.0367 0.077
C 3.232073 3.507980 1.411717 -0.0043 0.0440 0.1047 -0.223
C 3.701597 4.172140 2.702085 -0.1120 -0.0014 -0.0914 -0.307
O 2.949090 5.005409 3.176591 0.0346 -0.0087 0.0250 0.097
O 2.056383 3.932786 1.005721 0.0358 -0.0053 -0.0603 0.123
O 6.876076 2.419668 3.019618 0.0484 0.0178 0.0500 0.112
H 5.294649 4.251009 4.189549 0.0077 -0.0094 0.0002 0.131
H 3.626253 2.107526 -0.145563 -0.0329 -0.0090 0.0192 0.140
H 1.747880 4.569965 1.680792 -0.0314 -0.0214 0.0060 0.117
H 7.137673 1.754927 2.345020 -0.0099 -0.0059 -0.0082 0.119
```
Forces are in eV/Å.

spin multiplicity: 1
total charge: -1
calculated total energy: -2992.75596 hartree
E_HOMO: -4.834 eV
gap between HOMO and LUMO: 5.2 eV
max |F|: 0.32 eV Å⁻¹

=====

The following is a DFT calculation (ωB97M-V with the def2-TZVPD basis set) of C32H24KN3O6PS2 as an isolated structure.

```
69
Properties=species:S:1:pos:R:3:forces:R:3:lowdin_charge:R:1
K -0.412162 1.083640 -0.885207 -0.0299 -0.0852 -0.0296 0.734
C -3.879996 0.698394 1.395318 -0.0056 -0.0299 -0.0160 -0.065
C -4.171557 1.097286 -0.014144 0.0561 -0.0051 0.0134 -0.640
N -3.252353 1.251220 -0.913782 -0.0813 0.0653 -0.0753 0.047
C -3.777077 1.718816 -2.102983 0.1200 0.0067 0.0479 -0.328
C -5.123004 1.896615 -2.098952 -0.0069 -0.0336 -0.0119 -0.352
S -5.761447 1.476101 -0.564235 0.0049 0.0753 -0.0252 1.044
C -2.867644 2.012014 -3.221739 0.0731 -0.0937 0.0994 -0.351
C -2.989762 3.054600 -4.081988 -0.0307 0.0113 -0.0190 -0.346
S -1.697125 3.036373 -5.198454 0.0907 0.0032 0.0349 1.087
C -1.061088 1.620632 -4.440624 -0.0403 -0.0438 0.0647 -0.615
N -1.767148 1.203025 -3.425661 -0.0357 0.1667 -0.0949 0.047
C 0.193907 0.974235 -4.915482 -0.0012 -0.0317 0.0248 -0.060
H -3.011136 0.042100 1.411415 -0.0069 -0.0040 0.0083 0.057
H -4.723952 0.187996 1.857643 0.0007 -0.0033 0.0011 0.074
H -3.640529 1.580490 1.991367 -0.0131 0.0029 -0.0001 0.093
H -5.742207 2.222188 -2.917487 -0.0356 -0.0170 0.0197 0.075
H -3.725395 3.841319 -4.069555 -0.0081 -0.0086 0.0004 0.077
H 0.171443 0.828274 -5.996077 -0.0092 -0.0058 -0.0027 0.079
H 0.306610 0.013891 -4.416736 0.0053 -0.0067 -0.0125 0.073
H 1.060074 1.600611 -4.677466 -0.0054 0.0149 -0.0099 0.063
O 1.921287 -0.597943 -2.495810 0.0720 0.0031 -0.1254 -0.069
N 1.537095 -1.221297 -1.356581 -0.0128 0.0118 0.2203 -0.036
C 1.598026 -2.488849 -1.441290 -0.0047 0.0790 -0.1614 -0.108
C 1.254132 -3.407004 -0.351645 0.0477 -0.0816 -0.0882 -0.204
C 1.508788 -4.755546 -0.618033 -0.0061 -0.0090 0.0192 -0.050
C 1.271064 -5.745598 0.318053 0.0062 0.0297 -0.0204 -0.090
C 0.770916 -5.390827 1.559396 0.0051 -0.0326 -0.0069 -0.089
C 0.511773 -4.057861 1.837443 -0.0400 0.0402 0.0663 -0.093
C 0.735075 -3.045023 0.905489 -0.0331 0.0510 0.0498 -0.301
P 0.336542 -1.287716 1.294555 0.0997 -0.0148 0.0816 1.089
C -0.404131 -1.450322 2.970399 0.0012 0.0550 0.0065 -0.385
C -1.720849 -1.910026 3.047011 -0.0264 -0.0063 0.0086 -0.141
C -2.380489 -1.993892 4.262350 0.0054 -0.0088 -0.0111 -0.093
C -1.738991 -1.593220 5.428270 -0.0038 -0.0008 -0.0087 -0.098
C -0.439368 -1.116278 5.363748 -0.0025 -0.0111 0.0094 -0.083
C 0.225373 -1.048493 4.144891 0.0031 0.0050 -0.0115 -0.071
C 1.996213 -0.609723 1.669559 -0.0377 0.0968 -0.0316 -0.384
C 2.203763 0.757012 1.484119 -0.0827 -0.0264 -0.0690 -0.085
C 3.449236 1.315810 1.727163 0.0781 -0.0507 0.0501 -0.055
C 4.496424 0.516287 2.162993 -0.0084 0.1128 0.0047 -0.087
C 4.298503 -0.843623 2.354870 -0.0803 -0.0770 0.0002 -0.091
C 3.053333 -1.404186 2.106784 0.0347 -0.0656 0.0007 -0.095
H 2.011510 0.391923 -2.264091 -0.0369 -0.0031 -0.0167 0.032
H 1.955923 -2.933070 -2.370699 0.0064 -0.0102 0.0051 0.125
H 1.908059 -5.019599 -1.590109 0.0026 -0.0074 0.0019 0.107
H 1.480395 -6.780680 0.080578 -0.0015 -0.0043 -0.0026 0.099
H 0.584673 -6.143852 2.314621 -0.0015 0.0025 0.0062 0.099
H 0.126889 -3.800228 2.814569 0.0030 -0.0072 0.0050 0.095
H -2.233360 -2.212090 2.138670 0.0114 -0.0074 0.0010 0.104
H -3.398316 -2.362208 4.298718 -0.0038 0.0006 0.0071 0.099
H -2.254484 -1.645461 6.378913 -0.0007 -0.0011 0.0006 0.097
H 0.065021 -0.793643 6.266092 -0.0008 0.0041 -0.0035 0.101
H 1.238564 -0.670416 4.107812 0.0147 -0.0058 -0.0030 0.101
H 1.423988 1.417488 1.116975 0.0137 -0.0091 0.0235 0.067
H 3.593703 2.372987 1.548159 -0.0028 -0.0004 -0.0003 0.115
H 5.471466 0.951452 2.345214 -0.0003 0.0013 -0.0137 0.098
H 5.114519 -1.472522 2.688970 0.0055 -0.0022 -0.0021 0.096
H 2.906379 -2.470423 2.241324 0.0209 0.0249 0.0066 0.103
O 0.980750 5.954380 -3.797215 -0.0666 0.0061 -0.0022 0.077
C 1.076025 5.067814 -2.973400 0.1527 0.0144 0.0579 -0.296
C 0.555046 5.099582 -1.555231 -0.0859 -0.0477 -0.0350 -0.303
O -0.035378 6.022795 -1.025689 0.0179 0.0391 -0.0107 0.070
C 0.848246 3.769641 -0.967573 -0.0619 -0.0293 0.0664 -0.372
C 1.583139 2.992435 -1.931189 -0.0169 0.0233 -0.0658 -0.338
O 1.982372 1.798223 -1.700433 0.0196 -0.0579 0.0083 -0.136
C 1.718807 3.726478 -3.178384 -0.0664 -0.0496 -0.0338 -0.328
O 2.214696 3.321286 -4.231943 0.0095 0.0307 0.0200 0.016
O 0.469199 3.356204 0.156438 0.0123 0.0178 -0.0205 -0.097
```
Forces are in eV/Å.

spin multiplicity: 1
total charge: -1
calculated total energy: -3587.30850 hartree
E_HOMO: -3.532 eV
energy relative to the best compared isomer or geometry (same formula, charge and spin): 1.64 kcal per mole
gap between HOMO and LUMO: 5.4 eV
max |F|: 0.22 eV Å⁻¹